14
Properties=species:S:1:pos:R:3 method="wB97M-V/def2-TZVPD" total_energy_ha=-303.6600 homo_lumo_gap_ev=7.764 homo_energy_ev=-7.00 de_lowest_kj_mol=609.5 fmax_ev_per_a=2.4
H 1.41338 1.43846 0.95133
C 1.37224 0.97896 -0.04959
H -0.39962 1.01143 -0.98941
C -1.97281 0.25978 0.14327
H -2.55144 -0.04564 -0.74184
N 1.46745 -1.01203 0.02485
H -2.31766 1.27558 0.35371
N 0.05640 -1.08375 -0.19919
H 1.99849 -1.41639 -0.74704
H -2.24730 -0.42778 0.95230
C -0.50367 0.25985 -0.20091
H -0.32426 -1.69130 0.53504
O 2.08431 1.31986 -0.97164
H 1.92450 -0.86704 0.93912

---

19
Properties=species:S:1:pos:R:3 method="wB97M-V/def2-TZVPD" total_energy_ha=-1144.5120 homo_lumo_gap_ev="7.636 / 6.845" homo_energy_ev="-9.22 / -9.20" de_lowest_kj_mol=283.7 fmax_ev_per_a=2.9
O 0.08354 -0.79529 -3.08190
H -1.33785 -1.05052 0.83029
H -0.28990 -1.01971 2.17312
C -0.76071 2.22583 -0.77990
H -0.62429 3.26105 -0.67187
H -1.79207 1.95910 -0.52776
H 0.52220 -2.48030 -1.38624
C -0.23796 0.91218 1.29708
H 1.24783 -3.03257 0.24224
H -0.41322 2.12473 -1.81242
N 0.20861 1.48555 0.01069
H -1.03878 1.51383 1.70094
C 0.45703 -2.39501 -0.26001
H 0.58703 0.99330 2.01353
Cl 2.80878 0.45675 -0.27348
N 0.60066 -1.05269 0.18828
H -0.55287 -2.72147 0.07403
C -0.41308 -0.62085 1.13703
P 0.94506 0.23609 -0.87365

---

63
Properties=species:S:1:pos:R:3 method="wB97M-V/def2-TZVPD" total_energy_ha=-2518.7025 homo_lumo_gap_ev="6.816 / 6.953" homo_energy_ev="-7.71 / -7.75" fmax_ev_per_a=3.0
H -1.19465 -1.90050 2.37748
N -1.28468 -0.67208 0.75471
C 3.56705 -2.66986 -0.09864
H -1.20441 -3.24089 -0.35862
C -2.68362 2.12353 1.72235
H 2.51153 3.00846 -0.04519
H -3.44725 -2.49407 0.38426
F 6.91270 -2.05649 -1.33390
H 0.61504 3.96610 -0.47311
C -1.83680 0.95940 -2.21393
C 4.82967 -1.26357 -2.14075
H 2.54590 2.53451 -1.77050
V 0.26282 0.20426 -0.12060
C -0.76906 -3.03574 0.62829
C -1.56548 -1.95443 1.33825
H -0.36079 3.26904 -1.80937
H -0.85508 3.00602 -0.12212
F 5.65436 -3.56026 0.57761
H -3.96771 0.49241 -2.05955
H -2.94299 -0.88407 -2.60556
C -3.08961 0.20377 -2.64571
C 1.32526 -0.57008 2.45188
C -2.95803 2.41942 3.00712
F 2.74095 -0.42144 -2.86120
F 2.94899 -3.42210 0.84339
C -2.29282 0.11310 0.12288
H 0.22490 1.16961 -2.87693
C 2.25900 2.19969 -0.75748
F 5.45646 -0.59004 -3.12809
H -0.39568 -0.49212 -2.93134
C 0.66777 1.73804 2.31729
H 0.64579 2.59187 1.63438
H -2.03906 2.03534 -2.37717
H -2.18385 2.85246 1.07698
H -2.81712 3.42816 3.39498
H 2.83914 1.30126 -0.50944
C 0.01296 3.09830 -0.78802
H -3.68492 0.23643 1.68467
H -2.97434 -0.56392 -0.43650
H 0.52965 -0.86070 3.15936
H 2.19905 -0.23373 3.02938
C 2.81261 -1.72595 -0.85131
C 4.93155 -2.77701 -0.25217
N 0.91519 0.51618 1.58977
H 0.27772 -2.76460 0.45717
H -3.63169 -1.60056 1.93088
N 0.83841 1.90254 -0.72331
N -1.46296 0.81855 -0.82395
O 1.62368 -1.36402 -0.49305
H -0.80578 -3.95383 1.22547
H 1.48526 1.87314 3.04228
C -3.03555 -2.33963 1.39059
C 5.57174 -2.03945 -1.24715
H 1.61672 -1.43706 1.84923
C -3.19165 0.90849 0.96986
H -3.10583 -3.28730 1.93733
C 3.46471 -1.15087 -1.97377
C -0.66180 0.56338 -3.09313
H -0.28911 1.70953 2.86242
H -3.32616 1.64739 3.70343
H -3.27986 0.47555 -3.69122
H -0.95462 0.69537 -4.14063
H -3.99364 1.26508 0.28972

---

21
Properties=species:S:1:pos:R:3 method="wB97M-V/def2-TZVPD" total_energy_ha=-688.5508 homo_lumo_gap_ev=5.088 charge=+1 homo_energy_ev=-13.99 de_lowest_kj_mol=556.4 fmax_ev_per_a=1.8
C 1.41535 -1.31058 -0.47419
S -2.66231 -0.13637 0.59182
H -1.06347 -1.02471 -1.85255
H 0.66270 1.04715 0.83309
H 2.08737 -0.52692 -0.83894
C 0.07394 -0.74541 -0.06006
H -1.59947 1.65867 -0.53376
H 4.77100 2.32241 1.58361
H -5.49883 -0.51129 1.62643
H -5.27782 -1.19018 1.53471
C -1.90118 0.64593 -0.79601
H -0.59227 -1.54538 0.33794
N 0.24597 0.14979 1.06662
H 1.90954 -1.76229 0.38301
H -0.65335 0.30435 1.55066
O 4.66221 1.81039 0.77536
H -2.65213 0.73792 -1.60111
H 1.32250 -2.06279 -1.25587
H 5.52244 1.82773 0.31806
H -0.07324 0.47739 -1.90214
C -0.69897 -0.16582 -1.28668

---

What did the third record say?
63
Properties=species:S:1:pos:R:3 method="wB97M-V/def2-TZVPD" total_energy_ha=-2518.7025 homo_lumo_gap_ev="6.816 / 6.953" homo_energy_ev="-7.71 / -7.75" fmax_ev_per_a=3.0
H -1.19465 -1.90050 2.37748
N -1.28468 -0.67208 0.75471
C 3.56705 -2.66986 -0.09864
H -1.20441 -3.24089 -0.35862
C -2.68362 2.12353 1.72235
H 2.51153 3.00846 -0.04519
H -3.44725 -2.49407 0.38426
F 6.91270 -2.05649 -1.33390
H 0.61504 3.96610 -0.47311
C -1.83680 0.95940 -2.21393
C 4.82967 -1.26357 -2.14075
H 2.54590 2.53451 -1.77050
V 0.26282 0.20426 -0.12060
C -0.76906 -3.03574 0.62829
C -1.56548 -1.95443 1.33825
H -0.36079 3.26904 -1.80937
H -0.85508 3.00602 -0.12212
F 5.65436 -3.56026 0.57761
H -3.96771 0.49241 -2.05955
H -2.94299 -0.88407 -2.60556
C -3.08961 0.20377 -2.64571
C 1.32526 -0.57008 2.45188
C -2.95803 2.41942 3.00712
F 2.74095 -0.42144 -2.86120
F 2.94899 -3.42210 0.84339
C -2.29282 0.11310 0.12288
H 0.22490 1.16961 -2.87693
C 2.25900 2.19969 -0.75748
F 5.45646 -0.59004 -3.12809
H -0.39568 -0.49212 -2.93134
C 0.66777 1.73804 2.31729
H 0.64579 2.59187 1.63438
H -2.03906 2.03534 -2.37717
H -2.18385 2.85246 1.07698
H -2.81712 3.42816 3.39498
H 2.83914 1.30126 -0.50944
C 0.01296 3.09830 -0.78802
H -3.68492 0.23643 1.68467
H -2.97434 -0.56392 -0.43650
H 0.52965 -0.86070 3.15936
H 2.19905 -0.23373 3.02938
C 2.81261 -1.72595 -0.85131
C 4.93155 -2.77701 -0.25217
N 0.91519 0.51618 1.58977
H 0.27772 -2.76460 0.45717
H -3.63169 -1.60056 1.93088
N 0.83841 1.90254 -0.72331
N -1.46296 0.81855 -0.82395
O 1.62368 -1.36402 -0.49305
H -0.80578 -3.95383 1.22547
H 1.48526 1.87314 3.04228
C -3.03555 -2.33963 1.39059
C 5.57174 -2.03945 -1.24715
H 1.61672 -1.43706 1.84923
C -3.19165 0.90849 0.96986
H -3.10583 -3.28730 1.93733
C 3.46471 -1.15087 -1.97377
C -0.66180 0.56338 -3.09313
H -0.28911 1.70953 2.86242
H -3.32616 1.64739 3.70343
H -3.27986 0.47555 -3.69122
H -0.95462 0.69537 -4.14063
H -3.99364 1.26508 0.28972